C4H12N2O | ωB97M-V/def2-TZVPD

Last column: Löwdin spin population.
Atoms and positions in Å:
N: -1.642 0.384 1.812  0.066
C: -1.290 1.145 0.638  0.065
C: 0.246 1.058 0.450  0.072
N: 0.617 0.742 -0.930  0.623
C: 0.553 -0.617 -1.469  0.069
C: 1.555 -1.535 -0.750  0.009
O: 1.046 -2.194 0.424  0.008
H: 0.269 -1.701 0.643  0.000
H: -2.637 0.179 1.807  0.005
H: -1.497 0.913 2.670  0.002
H: -1.891 0.686 -0.161  0.000
H: -1.562 2.208 0.676  0.009
H: 0.667 0.233 1.017  0.000
H: 0.724 1.997 0.718  0.014
H: 0.103 1.323 -1.603  0.013
H: 0.849 -0.620 -2.529  0.008
H: -0.484 -0.974 -1.511  0.036
H: 1.942 -2.265 -1.467  0.002
H: 2.433 -0.961 -0.435  0.000

Cartesian forces, eV/Å:
N -0.25 0.54 0.36
C -1.24 -0.14 0.18
C 1.75 -0.76 -0.93
N -3.14 -0.17 -0.68
C 1.90 -0.43 -0.01
C 0.06 -0.50 0.70
O 0.57 0.27 -1.34
H -0.94 -0.05 0.76
H 0.12 -0.29 -0.12
H 0.29 -0.18 -0.12
H 0.60 0.24 -0.24
H 0.12 -0.13 -0.04
H -0.09 0.22 0.55
H 0.00 0.06 0.09
H 0.84 0.63 0.11
H -0.07 0.54 0.26
H -0.13 0.02 0.49
H -0.34 -0.14 0.21
H -0.06 0.27 -0.23

Computed properties:
orbital gap (spin up / spin down): 11.3445 / 6.1514 eV
HOMO energy (spin up / spin down): -14.48 / -14.31 eV
DFT total energy: -9360.8318 eV
charge: +1
2S+1: 2